21
Properties=species:S:1:pos:R:3:nbo_charge:R:1 method="wB97M-V/def2-TZVPD" e_above_lowest_kcal_mol=71.1 fmax_ev_per_a=1.34 e_homo_ev=-8.36
C 0.59989 0.76716 -0.90894 0.0248
C 1.69537 0.65516 -1.91653 -0.6728
C 1.49312 -1.08341 0.51120 -0.6508
C -1.60511 1.19033 1.02711 -0.6700
C 0.49456 -0.00070 0.20413 -0.1693
C -0.81116 -0.07421 0.81473 0.5222
N -1.01984 -1.03781 1.75775 -0.7729
O -1.53054 -0.49177 -1.11595 -1.0762
H -2.41969 -0.67212 -1.45568 0.4362
H -0.13851 1.53412 -1.08807 0.2110
H -0.59947 -1.94077 1.59921 0.3959
H -1.93954 -1.08411 2.16644 0.3899
H 1.76102 -0.36589 -2.29798 0.2301
H 2.66668 0.90799 -1.47853 0.2218
H 1.51447 1.31595 -2.76014 0.2227
H 2.48925 -0.80705 0.16539 0.2250
H 1.22516 -2.00996 -0.00796 0.2195
H 1.54436 -1.28943 1.58290 0.2137
H -1.95433 1.51809 0.05012 0.2658
H -0.98992 1.96006 1.49312 0.2270
H -2.47578 1.00837 1.65766 0.2065

---

21
Properties=species:S:1:pos:R:3:nbo_charge:R:1 method="wB97M-V/def2-TZVPD" e_above_lowest_kcal_mol=173.2 fmax_ev_per_a=5.67 e_homo_ev=-8.59
C 0.04458 -0.38570 -1.55991 -0.0530
C 0.57051 -0.94114 -2.82380 -0.7164
C 0.45150 0.93198 -1.23250 0.5154
N 0.09473 1.54840 0.14575 -0.6809
C -0.91617 0.87633 1.05643 -0.2599
C -0.46355 -0.58808 1.45340 -0.4113
C 0.37544 -0.70931 2.75637 -0.6182
O 1.16380 1.68100 -1.89229 -0.6456
H -0.49852 -0.89733 -0.89115 0.2052
H -1.39912 1.53574 -1.72856 0.0891
H 0.84804 -2.02903 -2.70128 0.2324
H 0.06952 -0.80903 -3.76376 0.2709
H 1.62325 -0.47571 -3.15787 0.2618
H 0.11160 2.52787 0.06427 0.3923
H -0.98443 1.30753 2.05473 0.2127
H -2.10635 0.75422 0.93443 0.1818
H -1.29180 -1.33326 1.45963 0.2003
H 0.22347 -0.96456 0.74520 0.1899
H -0.09743 -0.55749 3.74377 0.2115
H 1.16986 0.16676 2.67349 0.2094
H 1.01108 -1.63920 2.66365 0.2125

---

22
Properties=species:S:1:pos:R:3:nbo_charge:R:1 method="wB97M-V/def2-TZVPD" e_above_lowest_kcal_mol=121.7 fmax_ev_per_a=8.13 e_homo_ev=-9.60
C 2.29263 -1.18455 -0.02920 -0.5560
C 1.27114 -0.14054 -0.41289 -0.2397
C 1.77324 1.26172 -0.09288 -0.6097
C -0.06808 -0.47007 0.09107 -0.4012
C -1.21862 0.37239 -0.31781 -0.1626
C -2.59965 -0.23471 -0.12714 0.7742
H 2.33337 -1.31264 0.99387 0.1956
H 3.34723 -0.92789 -0.53963 0.2127
H 1.87504 -2.37557 -0.59508 0.1880
H 1.27918 -0.31488 -1.62538 0.1854
H 1.51748 1.16235 1.18200 0.1588
H 2.80572 0.89937 -0.15894 0.2416
H 1.12399 1.95215 -0.45121 0.2492
H -0.12760 -0.34713 1.31696 0.1689
H -0.56635 -1.38257 -0.04050 0.2414
H -0.94150 0.50397 -1.42277 0.2331
H -1.96168 2.27178 0.18641 0.3735
H -1.12064 1.50181 1.64056 0.3444
H -3.53518 -1.82078 0.27397 0.4976
N -1.21111 1.69288 0.37455 -0.8168
O -2.68025 -1.51195 0.35683 -0.6762
O -3.58838 0.40486 -0.60280 -0.6022

---

22
Properties=species:S:1:pos:R:3:nbo_charge:R:1 method="wB97M-V/def2-TZVPD" e_above_lowest_kcal_mol=40.0 fmax_ev_per_a=1.48 smiles="C=CC[C@H](N)C(C)(O)O" e_homo_ev=-9.14
C 1.16023 -0.37271 -0.03537 0.5019
C -0.31523 -0.98259 0.39430 -0.0524
C -1.44592 -0.12567 -0.20911 -0.4613
C 1.41995 -0.62429 -1.51789 -0.6605
N -0.41092 -1.12767 1.85605 -0.8691
C -1.47247 1.27667 0.33213 -0.1614
C -1.26487 2.37817 -0.41116 -0.3877
O 1.42942 0.97116 0.29424 -0.7225
O 2.10739 -1.12346 0.71362 -0.7398
H 2.08547 1.32378 -0.32693 0.4754
H 1.85382 -0.91605 1.63341 0.4810
H -0.38784 -1.99450 -0.02217 0.1872
H -0.08199 -2.04919 2.13983 0.3736
H -1.35723 -0.93997 2.18139 0.3703
H -2.41576 -0.59276 0.01265 0.2126
H -1.35896 -0.11562 -1.30125 0.2171
H -1.73497 1.38723 1.38231 0.1953
H 0.79664 0.01789 -2.14737 0.2140
H 2.46392 -0.40257 -1.76900 0.2188
H 1.24401 -1.67195 -1.78033 0.2246
H -0.98349 2.32001 -1.45649 0.1840
H -1.33122 3.36408 0.03714 0.1989

---

22
Properties=species:S:1:pos:R:3:nbo_charge:R:1 method="wB97M-V/def2-TZVPD" e_above_lowest_kcal_mol=92.0 fmax_ev_per_a=6.89 smiles="C=C[C@@H](C)CC(N)(O)O" e_homo_ev=-8.24
C -0.62435 1.57712 0.70154 0.6501
C -0.05505 -0.82890 -0.29373 -0.1972
C 0.37327 0.51500 -0.51083 -0.4146
C -0.39522 -1.52298 0.98853 -0.6213
N -1.96760 1.76822 0.24964 -0.8850
C 1.61734 -1.49168 -0.88286 -0.1641
C 1.78641 -1.91914 -2.13078 -0.4507
O 0.00585 2.82871 0.63726 -0.7551
O -0.58697 1.15587 2.03041 -0.7483
H -0.47823 3.32945 -0.03481 0.4877
H -0.05560 1.81096 2.51662 0.4915
H -0.72122 -1.15956 -1.09458 0.2039
H -2.44575 0.87428 0.24682 0.3678
H -2.45186 2.36052 0.92873 0.3639
H 0.02124 0.93122 -1.45400 0.2205
H 1.38090 0.87592 -0.31363 0.2202
H 2.39737 -1.59459 -0.13020 0.1885
H 0.35689 -1.37377 1.76523 0.2214
H -1.41804 -1.28367 1.29065 0.2133
H -0.43180 -2.60561 0.83221 0.2162
H 2.66584 -2.48023 -2.44570 0.2003
H 1.02658 -1.76714 -2.89650 0.1910

---

22
Properties=species:S:1:pos:R:3:nbo_charge:R:1 method="wB97M-V/def2-TZVPD" e_above_lowest_kcal_mol=65.9 fmax_ev_per_a=1.81 e_homo_ev=-9.54
C 2.35372 -1.16675 0.68770 -0.2555
O 2.79144 0.06041 0.13218 -0.5344
C 1.89673 0.54797 -0.84681 -0.0888
C 0.89623 1.57153 -0.19576 -0.0989
O 0.22280 1.04061 0.94067 -0.5263
C -1.11006 0.69949 0.66682 -0.0651
C -1.31102 -0.65115 -0.10071 -0.5178
C -2.75413 -0.85654 -0.63576 0.1398
N -3.82269 -0.41741 -0.09587 -0.5968
H 1.46096 -1.07165 1.34029 0.1790
H 3.17318 -1.54625 1.33217 0.1936
H 2.10579 -1.92420 -0.09002 0.1611
H 2.49273 1.09125 -1.61419 0.1894
H 1.36664 -0.25730 -1.40306 0.1615
H 0.19991 2.00532 -0.94777 0.1739
H 1.53895 2.39452 0.18757 0.1953
H -1.61792 0.56447 1.65223 0.1852
H -1.69794 1.50578 0.16581 0.1720
H -0.64079 -0.73267 -0.98147 0.2146
H -1.10078 -1.48451 0.60620 0.2315
H -2.88710 -1.46263 -1.55324 0.1693
H -3.55667 0.08971 0.75302 0.3174

---

Number 1: molar mass 115.18 g/mol. Number 2: molar mass 115.18 g/mol. Number 3: molar mass 131.17 g/mol. Number 4: molar mass 131.18 g/mol. Number 5: molar mass 131.18 g/mol. Number 6: molar mass 131.18 g/mol.